Entry 1:
# C20H31Cl2N7O6SV

A structure of composition C20H31Cl2N7O6SV in a non-equilibrium geometry (ωB97M-V with the def2-TZVPD basis set, the Open Molecules 2025 dataset).

Structure (XYZ):
```
68
Properties=species:S:1:pos:R:3
V 10.58 7.69 10.74
C 6.37 8.70 7.38
N 6.81 8.19 8.69
C 5.75 7.49 9.33
C 8.01 8.24 9.25
O 8.30 7.75 10.37
C 9.10 8.76 8.32
O 10.38 8.88 9.02
C 11.23 10.08 9.28
C 10.79 10.56 10.68
O 10.68 9.70 11.60
N 10.83 11.90 10.89
C 11.21 12.40 12.25
C 10.58 13.01 9.95
H 6.21 7.81 6.72
H 5.44 9.29 7.47
H 7.17 9.33 6.93
H 5.34 6.74 8.64
H 6.09 6.99 10.24
H 4.93 8.21 9.56
H 9.23 8.13 7.45
H 8.81 9.74 7.89
H 12.29 9.69 9.41
H 11.15 10.79 8.46
H 10.28 12.69 12.71
H 11.73 11.63 12.85
H 11.87 13.30 12.14
H 11.53 13.46 9.55
H 9.87 12.72 9.16
H 10.07 13.78 10.54
Cl 12.78 7.57 11.58
C 12.59 6.80 13.19
C 13.76 6.43 13.84
C 13.67 5.50 14.84
C 12.44 4.97 15.26
C 11.24 5.47 14.75
Cl 9.82 4.75 15.48
C 11.32 6.46 13.70
S 9.84 7.11 12.95
H 14.72 6.79 13.49
H 14.57 5.11 15.31
H 12.45 4.16 16.00
O 10.32 6.15 7.43
N 10.68 5.52 8.38
O 10.90 4.37 8.55
O 11.22 6.48 9.69
C 14.33 7.28 8.39
N 15.19 6.83 7.28
C 16.43 7.57 7.29
N 16.18 9.05 7.17
C 15.33 9.46 8.30
N 14.05 8.72 8.35
C 13.32 8.95 7.07
N 14.14 8.55 5.91
C 14.55 7.10 6.02
C 15.39 9.32 5.97
H 14.84 7.02 9.32
H 13.36 6.78 8.39
H 16.99 7.24 6.45
H 16.97 7.41 8.27
H 15.05 10.54 8.23
H 15.82 9.28 9.28
H 13.08 10.00 7.00
H 12.39 8.34 7.14
H 15.27 6.94 5.22
H 13.71 6.41 5.96
H 15.12 10.37 6.02
H 15.91 9.08 5.02
```

## Properties
Total charge: +1
Gap between HOMO and LUMO (alpha / beta), eV: 7.18 / 6.95
Electronic energy, Ha: -3877.64636
Energy above the lowest of the compared OMol25 structures with the same formula, charge and spin, kcal per mole: 29.0
2S+1: 3

Partial charges, Löwdin, in e: V 0.615; C -0.006; N -0.142; C -0.029; C -0.363; O -0.030; C -0.047; O -0.265; C -0.013; C -0.367; O -0.092; N -0.121; C 0.000; C -0.028; H 0.120; H 0.113; H 0.085; H 0.105; H 0.105; H 0.117; H 0.124; H 0.139; H 0.130; H 0.131; H 0.096; H 0.105; H 0.109; H 0.117; H 0.095; H 0.093; Cl 0.836; C -0.533; C -0.115; C -0.078; C -0.113; C -0.642; Cl 0.669; C -0.613; S 0.667; H 0.112; H 0.110; H 0.114; O 0.107; N -0.303; O 0.173; O -0.359; C -0.177; N -0.100; C -0.158; N -0.074; C -0.171; N -0.117; C -0.182; N -0.076; C -0.162; C -0.189; H 0.114; H 0.100; H 0.115; H 0.145; H 0.132; H 0.129; H 0.109; H 0.122; H 0.126; H 0.126; H 0.119; H 0.138



Entry 2:
# C45H48As2CdN7O4

A structure of composition C45H48As2CdN7O4 (ωB97M-V with the def2-TZVPD basis set, the Open Molecules 2025 dataset).

Structure (XYZ):
```
107
Properties=species:S:1:pos:R:3
Cd 0.07 1.15 -0.26
O -0.59 -0.86 -4.04
C -0.40 -0.84 -2.60
N -0.86 0.34 -1.97
C -2.18 0.62 -2.07
O -3.05 -0.03 -2.62
C -2.58 1.96 -1.44
C -3.80 2.51 -1.80
C -4.17 3.73 -1.27
C -3.31 4.36 -0.38
C -2.12 3.74 -0.06
N -1.76 2.56 -0.58
C 1.09 -1.33 -2.22
C 2.13 -0.96 -3.22
C 3.41 -0.73 -2.90
C 3.82 -0.71 -1.50
C 2.87 -0.82 -0.56
N 1.51 -0.99 -0.83
H -4.43 1.96 -2.48
H -5.11 4.19 -1.53
H -3.55 5.32 0.06
H -1.42 4.19 0.64
H 1.79 -0.97 -4.25
H 4.14 -0.54 -3.68
H 4.85 -0.56 -1.22
H 3.13 -0.73 0.48
C 1.33 -1.19 2.12
C 0.56 -1.48 3.43
As -1.30 -2.19 3.37
C -1.47 -2.39 5.31
C -1.03 -1.46 6.25
C -1.06 -1.76 7.60
C -1.51 -3.00 8.03
C -1.95 -3.93 7.11
C -1.93 -3.63 5.75
C -2.41 -0.61 3.01
C -2.80 0.33 3.96
C -3.66 1.37 3.62
C -4.16 1.46 2.32
C -3.80 0.51 1.37
C -2.94 -0.52 1.72
As 0.34 -1.71 0.51
C 0.90 -3.57 0.51
C 2.24 -3.95 0.48
C 2.58 -5.29 0.55
C 1.59 -6.26 0.66
C 0.25 -5.88 0.68
C -0.09 -4.54 0.61
C 0.48 -2.73 -2.53
C -0.97 -2.27 -2.52
C -1.40 -2.11 -3.95
C -1.00 -3.26 -4.84
C 0.03 -4.04 -4.51
C 0.94 -3.56 -3.46
H 2.25 -1.77 2.13
H 1.60 -0.14 2.04
H 0.57 -0.61 4.10
H 1.08 -2.27 3.96
H -0.65 -0.49 5.94
H -0.71 -1.03 8.32
H -1.52 -3.24 9.09
H -2.31 -4.90 7.44
H -2.27 -4.36 5.03
H -2.46 0.26 4.98
H -3.96 2.08 4.37
H -4.85 2.26 2.06
H -4.21 0.55 0.37
H -2.68 -1.27 0.98
H 3.02 -3.20 0.38
H 3.62 -5.58 0.53
H 1.86 -7.30 0.72
H -0.52 -6.64 0.74
H -1.14 -4.25 0.62
H -1.66 -2.62 -1.76
H -2.45 -1.86 -4.07
H -1.60 -3.47 -5.72
H 0.31 -4.89 -5.12
H 2.01 -3.70 -3.60
N -0.42 1.92 2.09
N 0.35 3.10 2.05
C 1.55 3.08 1.31
O 2.23 4.09 1.27
O 1.76 1.97 0.68
H -1.41 2.16 2.12
H -0.21 1.35 2.90
H 0.34 3.73 2.83
C 1.99 3.40 -4.56
C 1.16 2.53 -3.58
N 1.40 2.95 -2.21
C 1.02 4.34 -2.01
C 1.86 5.26 -2.94
N 2.78 4.37 -3.74
C 3.71 3.63 -2.81
C 2.82 2.78 -1.86
H 1.37 3.97 -5.25
H 2.70 2.81 -5.14
H 1.41 1.48 -3.69
H 0.09 2.64 -3.80
H 1.20 4.61 -0.97
H -0.04 4.45 -2.24
H 2.48 5.96 -2.38
H 1.25 5.82 -3.65
H 3.34 4.95 -4.36
H 4.29 4.37 -2.27
H 4.37 3.03 -3.43
H 2.97 3.08 -0.83
H 3.08 1.72 -1.94
```

## Properties
Total charge: +1
Gap between HOMO and LUMO, eV: 7.26
Electronic energy, Ha: -7066.81273
Energy above the lowest of the compared OMol25 structures with the same formula, charge and spin, kcal per mole: 105.4

Atomic partial charges in e from the Löwdin method, atoms 1 to 99: Cd 1.426; O -0.006; C -0.422; N 0.005; C -0.488; O 0.064; C -0.217; C 0.000; C -0.035; C -0.048; C -0.147; N 0.025; C -0.296; C -0.041; C -0.094; C -0.104; C -0.199; N -0.228; H 0.125; H 0.117; H 0.111; H 0.100; H 0.124; H 0.105; H 0.103; H 0.096; C -0.430; C -0.421; As 1.288; C -0.412; C -0.132; C -0.078; C -0.079; C -0.080; C -0.129; C -0.410; C -0.111; C -0.087; C -0.090; C -0.088; C -0.162; As 1.268; C -0.395; C -0.102; C -0.071; C -0.076; C -0.075; C -0.139; C -0.126; C -0.110; C -0.205; C 0.004; C -0.047; C -0.016; H 0.054; H 0.030; H 0.046; H 0.068; H 0.087; H 0.106; H 0.107; H 0.106; H 0.089; H 0.082; H 0.107; H 0.105; H 0.102; H 0.063; H 0.090; H 0.107; H 0.106; H 0.107; H 0.085; H 0.142; H 0.137; H 0.107; H 0.104; H 0.124; N 0.000; N -0.027; C -0.748; O 0.018; O -0.214; H 0.058; H 0.078; H 0.141; C -0.046; C -0.133; N -0.167; C -0.132; C -0.046; N -0.088; C -0.039; C -0.129; H 0.133; H 0.134; H 0.101; H 0.128; H 0.114



Entry 3:
# C5H6O

The molecule C5H6O (ωB97M-V with the def2-TZVPD basis set, the Open Molecules 2025 dataset).

Structure (XYZ):
```
12
Properties=species:S:1:pos:R:3
O 1.66 -1.24 -0.26
C 0.47 -1.45 -0.17
C -0.59 -0.52 -0.73
C -0.10 0.93 -0.67
C 0.09 1.22 0.76
C 0.24 1.18 1.95
H 0.10 -2.36 0.35
H -1.51 -0.64 -0.15
H -0.80 -0.84 -1.76
H 0.85 1.02 -1.20
H -0.82 1.61 -1.14
H 0.41 1.10 3.00
```

## Properties
Gap between HOMO and LUMO, eV: 10.91
Structure (SMILES): C#CCCC=O
Electronic energy, Ha: -269.27494
Energy above the lowest of the compared OMol25 structures with the same formula, charge and spin, kcal per mole: 44.7

Partial charges, Löwdin, in e: O 0.055; C -0.265; C -0.167; C -0.209; C -0.150; C 0.117; H 0.122; H 0.116; H 0.122; H 0.117; H 0.114; H 0.028